Entry 1:
{"formula": "C4H12N2O", "method": "ωB97M-V/def2-TZVPD", "species": ["C", "C", "C", "C", "H", "H", "H", "H", "H", "H", "H", "H", "H", "H", "H", "H", "N", "N", "O"], "xyz": [[-0.5719, 1.9087, -0.0611], [-1.1960, 0.4953, -0.0481], [-1.2817, -1.9223, 0.0344], [2.6552, -0.1045, 0.7091], [0.8857, 1.6817, 0.6014], [-1.2279, 2.7885, 0.9214], [-0.6674, 2.5496, -1.1920], [0.4760, -0.4774, -0.8165], [-2.0853, -2.0935, -0.6859], [-0.6144, -3.0234, 0.2961], [-1.5804, -1.7266, 1.0898], [2.3810, 0.8937, -1.2091], [3.0128, -0.6481, -1.2655], [1.7454, -0.7273, 1.3154], [3.7380, -0.6661, 1.0502], [2.4992, 0.9084, 1.1610], [-0.4862, -0.6367, -0.3864], [2.2303, -0.0841, -0.6341], [-2.3006, 0.4153, 0.2590]], "forces_ev_per_a": [[1.8831, 3.1501, 1.6829], [5.2011, 0.4513, -1.8125], [3.2854, -1.1402, 1.2177], [-0.6792, -1.8852, 4.6216], [-4.1487, 1.1792, -2.2890], [2.0889, -3.1780, -3.3118], [0.7768, -2.1458, 3.5876], [-1.1911, -1.0869, 1.0682], [0.1276, -0.1536, 0.5199], [-1.4335, 3.5309, -1.6450], [-0.5195, 0.0599, -1.1474], [-0.5177, -2.6138, 2.4890], [-2.7860, 1.3136, 2.0784], [2.5931, 1.2781, -1.3629], [-3.0157, 1.9079, -1.2708], [0.9091, -0.8227, -0.1619], [0.0681, -0.5087, 0.2612], [4.1109, 0.7931, -6.6242], [-6.7526, -0.1293, 2.0990]], "relative_energy_kcal_mol": 181.0, "gap_ev": 9.62, "homo_ha": -0.33303, "energy_ha": -344.09652}



Entry 2:
{"formula": "C4H12N2O", "method": "ωB97M-V/def2-TZVPD", "species": ["C", "N", "C", "C", "N", "C", "O", "H", "H", "H", "H", "H", "H", "H", "H", "H", "H", "H", "H"], "xyz": [[-0.2980, 2.5599, 0.1942], [0.8019, 1.6469, 0.4852], [0.3776, 0.2845, 0.7911], [-0.0024, -0.3635, -0.5553], [1.0217, -0.3969, -1.5935], [-0.5434, -1.7912, -0.2996], [-1.2898, -1.8488, 0.9038], [-0.0182, 3.6394, 0.2165], [-0.7866, 2.2501, -0.7775], [-1.0456, 2.6371, 1.0192], [1.5190, 2.1959, 0.9530], [-0.2665, 0.3259, 1.6741], [1.2674, -0.3146, 1.1475], [-0.8285, 0.2353, -0.9168], [1.9497, -0.6184, -1.1997], [0.8714, -1.3526, -1.9705], [0.2993, -2.4792, -0.3683], [-1.1662, -1.8965, -1.1874], [-1.4918, -2.7625, 1.1210]], "forces_ev_per_a": [[-0.7511, 0.2895, 0.0743], [0.0230, 1.7744, -0.6357], [3.1168, 0.4033, 0.1526], [-1.1940, -0.1535, 2.1991], [0.6403, -1.7468, 0.1113], [-0.1794, 1.2154, -0.6554], [0.2274, -0.1073, -0.2030], [0.5213, -0.8695, -0.8096], [0.3011, 0.8162, 1.0952], [-0.1353, -0.8218, -0.4119], [-0.0910, -1.2805, 0.4026], [-0.8622, -0.6603, -0.7164], [-0.5269, 0.6885, -0.2000], [-0.2741, -0.0123, -0.3816], [-0.3314, 0.8759, 0.3571], [-0.1039, 0.8377, -0.6934], [0.0208, -0.2991, 0.4395], [-0.3783, -0.9142, -0.0076], [-0.0232, -0.0356, -0.1171]], "smiles": "CNC[C@@H](N)CO", "relative_energy_kcal_mol": 60.2, "gap_ev": 8.96, "homo_ha": -0.30005, "energy_ha": -344.28913}



Entry 3:
{"formula": "C4H12N2O", "method": "ωB97M-V/def2-TZVPD", "species": ["N", "C", "C", "C", "N", "C", "O", "H", "H", "H", "H", "H", "H", "H", "H", "H", "H", "H", "H"], "xyz": [[1.5969, -0.5297, 1.5978], [0.4251, 0.4122, 1.8624], [-0.6487, 0.3647, 0.7662], [-0.2464, -0.1527, -0.6566], [0.9446, 0.6076, -1.0745], [-1.3800, 0.1150, -1.6312], [-1.4718, -1.0231, -2.5605], [1.2692, -1.4653, 1.8032], [2.2558, -0.2593, 2.3085], [0.9418, 1.3617, 2.0137], [0.0042, 0.1177, 2.8228], [-1.1620, 1.3291, 0.7095], [-1.4413, -0.3226, 1.0908], [-0.0100, -1.1958, -0.4361], [1.6636, 0.3615, -0.4024], [1.3107, 0.3604, -1.9889], [-2.4265, 0.1923, -1.3612], [-1.0588, 1.0317, -2.1451], [-0.5664, -1.3053, -2.7186]], "forces_ev_per_a": [[-1.3304, 0.7263, -0.0558], [1.3657, -0.9785, -0.2949], [-0.5239, -0.1112, -0.0912], [0.1351, 1.5524, 2.1700], [0.0107, -0.1019, 0.1541], [0.5684, -1.5970, -1.7216], [0.2444, 0.8386, 0.1737], [0.2909, -0.1826, 0.0579], [0.4749, -0.4000, 0.1576], [-0.5875, 0.2837, -0.3530], [-0.3733, 0.2988, 0.0669], [0.2703, 0.1233, -0.1504], [0.1151, -0.0145, 0.0426], [-0.3094, -0.3702, -0.8094], [0.2000, 0.0697, -0.0481], [-0.2783, -0.1582, -0.0202], [0.1635, 0.2586, 1.0431], [-0.4086, -0.1163, -0.1301], [-0.0276, -0.1212, -0.1911]], "smiles": "NCC[C@H](N)CO", "relative_energy_kcal_mol": 41.5, "gap_ev": 10.13, "homo_ha": -0.33852, "energy_ha": -344.31881}